Below is C45H60BaNP3SSi as an isolated structure at a distorted geometry, with properties calculated with the ωB97M-V functional and the def2-TZVPD basis.

- Gap between HOMO and LUMO: 6.29 eV
- E_tot: -3542.706362 Eh
- Charge: 0
- Maximum force: 1.9 eV Å⁻¹

```
112
C45H60BaNP3SSi the ωB97M-V functional and the def2-TZVPD basis
Ba 0.12 0.51 0.72
C 1.20 3.45 0.70
C -0.24 3.47 0.15
C -0.84 4.85 0.39
P -0.18 2.70 -1.56
C 0.14 4.14 -2.70
C -1.00 5.11 -3.00
C 0.71 3.59 -4.01
C -1.91 2.13 -1.83
C -3.04 2.94 -1.66
C -4.32 2.43 -1.82
C -4.48 1.08 -2.14
C -3.37 0.26 -2.29
C -2.06 0.75 -2.15
Si -0.53 -0.42 -1.95
C -1.27 -2.13 -2.51
C -1.77 -2.33 -3.81
C -2.43 -3.49 -4.19
C -2.59 -4.52 -3.27
C -2.08 -4.37 -1.99
C -1.42 -3.19 -1.59
P -0.78 -3.00 0.13
C 0.29 -4.49 0.45
C 0.55 -4.54 1.97
C -0.04 -5.88 -0.09
C -2.30 -3.16 1.19
C -3.16 -4.41 1.13
C -3.15 -1.90 0.93
C 0.69 0.04 -3.39
C 0.25 0.30 -4.70
C 1.12 0.55 -5.74
C 2.49 0.57 -5.50
C 2.95 0.37 -4.21
C 2.08 0.11 -3.15
P 2.67 -0.11 -1.41
C 4.31 0.78 -1.28
C 4.14 2.24 -1.71
C 5.57 0.14 -1.87
C 3.21 -1.89 -1.38
C 2.28 -2.81 -2.16
C 3.32 -2.33 0.09
H 1.22 3.63 1.77
H 1.80 4.23 0.22
H 1.71 2.50 0.49
H -0.84 2.75 0.73
H -0.31 5.61 -0.19
H -0.75 5.11 1.45
H -1.90 4.90 0.14
H 0.95 4.68 -2.19
H -1.81 4.59 -3.51
H -0.62 5.88 -3.68
H -1.40 5.60 -2.12
H -0.06 3.01 -4.54
H 1.56 2.93 -3.85
H 1.02 4.41 -4.67
H -2.94 3.99 -1.40
H -5.18 3.07 -1.69
H -5.48 0.68 -2.28
H -3.53 -0.79 -2.52
H -1.67 -1.55 -4.55
H -2.82 -3.59 -5.20
H -3.10 -5.43 -3.54
H -2.19 -5.18 -1.29
H 1.22 -4.19 -0.03
H -0.32 -4.95 2.50
H 0.74 -3.54 2.38
H 1.41 -5.17 2.19
H -0.97 -6.28 0.32
H 0.76 -6.57 0.21
H -0.11 -5.90 -1.17
H -1.89 -3.07 2.20
H -3.66 -4.50 0.16
H -3.95 -4.34 1.89
H -2.60 -5.32 1.32
H -3.48 -1.87 -0.11
H -2.59 -0.98 1.13
H -4.04 -1.90 1.57
H -0.82 0.33 -4.90
H 0.74 0.75 -6.74
H 3.19 0.76 -6.31
H 4.02 0.41 -4.04
H 4.44 0.79 -0.19
H 4.04 2.34 -2.79
H 5.00 2.84 -1.39
H 3.24 2.69 -1.26
H 5.40 -0.34 -2.84
H 5.97 -0.63 -1.21
H 6.34 0.90 -2.01
H 4.20 -1.94 -1.84
H 1.26 -2.74 -1.78
H 2.61 -3.85 -2.07
H 2.25 -2.55 -3.22
H 2.33 -2.31 0.56
H 3.97 -1.67 0.67
H 3.72 -3.34 0.17
S -0.45 -0.34 5.76
C 0.87 -1.36 5.40
C 1.22 -1.29 4.08
C 0.43 -0.40 3.27
C -0.52 0.19 4.08
C -1.59 1.11 3.68
C -2.38 1.80 4.61
C -3.43 2.59 4.18
C -3.70 2.69 2.82
C -2.86 2.02 1.96
N -1.82 1.26 2.35
H 1.31 -1.96 6.18
H 2.05 -1.87 3.69
H -2.16 1.70 5.67
H -4.04 3.11 4.90
H -4.52 3.28 2.44
H -3.03 2.08 0.88
```

Below is C45H60CsN10O4PS as an isolated structure at a distorted geometry, with properties calculated with the ωB97M-V functional and the def2-TZVPD basis.

- Gap between HOMO and LUMO (alpha / beta): 3.03 / 1.43 eV
- E_tot: -3357.517793 Eh
- Charge: -2
- Maximum force: 18.2 eV Å⁻¹

```
122
C45H60CsN10O4PS the ωB97M-V functional and the def2-TZVPD basis
Cs 11.00 14.24 12.37
C 16.04 10.60 9.13
C 14.97 9.66 9.89
C 14.49 8.41 9.05
N 13.20 8.80 8.34
C 12.69 8.12 7.48
C 12.75 6.76 7.30
C 13.51 6.23 6.10
C 13.40 6.76 4.86
C 12.65 7.84 4.43
C 11.62 8.54 5.08
C 11.89 8.81 6.45
N 15.67 9.92 19.56
C 16.06 9.83 18.48
C 16.15 9.80 16.94
C 16.78 11.10 16.31
N 17.00 10.69 14.90
C 18.15 10.37 14.45
C 19.41 10.39 15.13
C 20.57 9.73 15.00
C 20.80 8.43 14.38
C 19.89 8.07 13.34
C 18.80 8.55 12.76
C 18.25 10.00 13.07
N 18.03 10.90 12.25
C 18.08 10.73 10.86
C 16.75 11.36 10.33
H 15.61 11.34 8.31
H 16.89 10.10 8.59
H 14.39 10.47 10.27
H 15.60 9.49 10.89
H 14.33 7.50 9.61
H 15.39 8.31 8.33
H 13.22 6.06 7.98
H 13.71 5.06 6.13
H 13.64 5.81 4.21
H 12.98 7.94 3.39
H 11.05 9.59 4.79
H 7.72 15.84 14.94
H 11.77 6.15 7.15
H 14.91 9.57 16.94
H 16.95 8.94 16.80
H 17.74 11.34 16.96
H 16.29 12.12 16.50
H 19.49 11.22 15.83
H 21.34 10.19 15.68
H 21.76 7.92 14.65
H 20.21 6.91 13.04
H 18.13 7.89 12.23
H 18.30 9.69 10.61
H 18.95 11.21 10.18
H 17.13 12.25 9.94
H 15.97 11.68 11.21
C 10.98 12.49 7.76
C 10.91 10.91 7.77
C 11.21 9.84 7.14
C 8.17 12.68 10.43
C 8.93 12.62 9.29
C 10.15 13.17 8.48
N 7.50 13.33 11.32
C 7.95 14.52 11.85
C 8.31 15.68 11.17
C 7.84 17.24 11.58
C 8.15 17.41 12.91
C 7.82 16.13 13.80
C 8.05 14.75 13.31
N 8.35 13.70 13.83
N 8.69 13.66 15.15
C 7.65 13.74 16.09
C 7.11 12.57 16.74
C 6.15 12.38 17.63
C 5.88 13.55 18.44
C 6.11 14.73 17.67
N 6.99 14.81 16.50
H 11.91 12.77 7.50
H 9.99 10.48 8.25
H 9.10 12.85 15.35
H 8.99 11.72 8.70
H 10.42 14.39 8.48
H 8.35 15.96 9.99
H 8.10 18.07 10.93
H 8.43 18.29 13.56
H 6.65 16.28 14.30
H 7.63 11.68 16.47
H 5.68 11.63 17.23
H 5.10 13.44 19.28
H 5.94 15.81 17.70
H 21.41 9.19 4.73
O 17.80 15.63 13.52
H 18.17 15.48 14.39
H 17.04 15.02 13.50
O 8.63 3.61 19.86
S 7.22 4.03 19.33
C 7.47 5.69 19.14
C 8.24 6.06 18.00
C 7.54 5.08 16.79
C 7.37 3.67 17.60
H 7.98 5.73 20.16
H 6.44 6.03 18.82
H 9.40 6.01 17.68
H 8.07 7.07 17.23
H 7.88 4.86 16.00
H 6.30 4.92 17.02
H 8.35 3.21 17.49
H 6.55 3.24 17.17
N 9.70 18.37 16.04
C 10.93 18.62 15.50
P 12.01 17.21 15.40
O 12.11 16.83 17.00
O 11.89 16.14 14.43
C 13.75 17.64 15.27
N 14.17 17.56 13.81
H 9.59 18.21 17.13
H 9.19 19.32 16.34
H 20.94 9.38 5.26
H 11.53 19.41 15.74
H 10.76 18.81 14.45
H 14.17 16.79 15.92
H 13.92 18.75 15.49
H 14.38 18.46 13.58
H 15.08 17.08 13.57
H 11.69 16.05 17.34
```

Below is C45H60F2N8O5S2 as an isolated structure at a distorted geometry, with properties calculated with the ωB97M-V functional and the def2-TZVPD basis.

- Gap between HOMO and LUMO: 1.12 eV
- E_tot: -3557.961108 Eh
- Charge: +6
- Maximum force: 9.4 eV Å⁻¹

```
122
C45H60F2N8O5S2 the ωB97M-V functional and the def2-TZVPD basis
C 0.73 12.76 -2.49
C 4.02 11.62 -10.29
C 3.72 12.99 -11.01
C 4.75 13.89 -11.21
C 1.41 12.68 -8.88
C 2.59 12.10 -8.61
N 3.03 11.07 -9.73
O 2.70 10.00 -9.52
C 3.68 12.18 -7.39
C -7.03 2.63 -11.10
C 5.27 10.75 -10.90
H 1.35 11.97 -1.99
H 0.05 13.33 -1.84
H 0.77 13.15 -3.62
H 3.53 3.67 -5.80
H 2.73 13.33 -11.24
H 5.76 13.64 -11.43
H 4.70 14.71 -11.88
H 1.28 12.88 -9.87
H 0.79 13.44 -8.47
H 3.59 11.87 -6.39
H 3.75 13.21 -7.57
H 4.98 11.72 -8.05
H -7.43 2.44 -12.16
H -7.42 2.22 -10.27
H -6.19 3.32 -11.08
H 5.50 11.48 -11.62
H 4.82 9.77 -11.04
H 6.17 10.87 -10.18
C 4.65 8.81 7.41
N 3.61 7.76 7.25
C 3.94 6.48 7.55
C 2.99 5.46 7.48
C 1.78 5.76 6.80
C 1.54 7.08 6.47
C 2.43 8.06 6.78
C 0.73 4.77 6.44
C 0.39 3.61 7.19
C -0.78 2.90 6.86
N -1.60 3.32 5.91
C -1.22 4.35 5.13
C -0.11 5.04 5.36
C -2.97 2.78 5.82
H 4.36 9.64 6.78
H 5.61 8.34 7.25
H 4.63 9.34 8.40
H 4.85 6.34 8.08
H 3.22 4.47 7.81
H 0.66 7.34 5.81
H 2.20 9.12 6.55
H 0.83 3.33 8.16
H -1.16 2.17 7.56
H -1.86 4.60 4.24
H 0.11 5.80 4.58
H -2.98 2.26 4.91
H -3.74 3.58 5.67
H -3.23 2.12 6.60
C -2.17 -16.64 6.60
N -0.77 -16.31 6.21
C -0.40 -16.42 4.93
C 0.85 -16.07 4.44
C 1.68 -15.38 5.32
C 1.40 -15.36 6.63
C 0.14 -15.83 7.06
C 2.89 -14.69 4.76
C 3.53 -15.03 3.57
C 4.38 -14.18 2.94
N 4.70 -12.99 3.52
C 4.20 -12.67 4.73
C 3.28 -13.43 5.31
C 5.58 -12.01 2.94
H -2.25 -16.81 7.70
H -2.45 -17.58 6.13
H -2.86 -15.81 6.38
H -1.17 -16.76 4.20
H 1.12 -16.19 3.37
H 2.05 -14.98 7.40
H -0.15 -15.82 8.07
H 3.32 -16.03 3.14
H 4.90 -14.35 2.01
H 4.63 -11.75 5.16
H 2.80 -13.06 6.25
H 5.77 -11.25 3.69
H 5.13 -11.51 2.06
H 6.52 -12.50 2.54
C -4.12 -6.70 -5.26
N -4.06 -5.37 -4.53
C -4.25 -5.48 -3.19
C -4.32 -4.40 -2.39
C -4.25 -3.11 -2.98
C -4.12 -3.01 -4.35
C -4.01 -4.17 -5.12
C -4.50 -1.92 -2.12
C -4.08 -1.90 -0.78
C -4.50 -0.87 0.06
N -5.30 0.10 -0.35
C -5.67 0.14 -1.67
C -5.34 -0.88 -2.54
C -5.82 1.04 0.62
H -3.54 -7.48 -4.82
H -3.73 -6.61 -6.36
H -5.16 -7.10 -5.27
H -4.24 -6.57 -2.97
H -4.33 -4.62 -1.35
H -4.11 -2.07 -4.86
H -3.83 -4.14 -6.22
H -3.48 -2.70 -0.45
H -4.25 -0.95 1.09
H -6.31 0.99 -1.89
H -5.78 -0.95 -3.52
H -5.74 0.71 1.66
H -6.88 1.31 0.38
H -5.28 2.00 0.50
N -0.19 2.38 -0.12
S -1.48 2.93 -0.87
O -2.60 3.31 -0.14
O -1.36 1.58 -1.48
F -1.13 4.04 -1.89
S -0.46 1.98 1.44
O -1.25 0.86 1.80
O -0.60 3.27 1.93
F 0.98 1.41 1.72
```

Below is C45H60F5IrNO2P2Si as an isolated structure at a distorted geometry, with properties calculated with the ωB97M-V functional and the def2-TZVPD basis.

- Relative energy (zero: lowest compared OMol25 entry of this formula, charge and spin): 0.0 kcal/mol
- Gap between HOMO and LUMO: 7.94 eV
- E_tot: -3531.769007 Eh
- Charge: +1
- Maximum force: 1.1 eV Å⁻¹

```
117
C45H60F5IrNO2P2Si the ωB97M-V functional and the def2-TZVPD basis
Ir 0.00 -1.08 -0.15
C 3.43 -2.31 0.78
Si 1.99 -1.16 1.02
C 1.25 -1.59 2.71
C 1.95 -2.35 3.64
C 1.38 -2.69 4.87
C 0.11 -2.25 5.18
C -0.60 -1.48 4.26
C -0.05 -1.17 3.03
P -0.89 -0.10 1.80
C -0.79 1.47 2.83
C -1.57 2.74 2.45
C -1.22 3.84 3.45
C 0.24 4.29 3.28
C 1.13 3.13 2.81
C 0.62 1.81 3.36
C -2.70 -0.47 1.75
C -3.59 -0.06 2.93
C -5.01 -0.57 2.69
C -5.60 -0.05 1.39
C -4.70 -0.41 0.21
C -3.28 0.08 0.43
C 2.75 0.55 0.82
C 3.76 1.03 1.64
C 4.36 2.26 1.39
C 3.96 3.01 0.30
C 2.97 2.54 -0.55
C 2.36 1.31 -0.30
P 1.03 0.58 -1.29
C -0.09 1.91 -1.91
C -0.80 2.57 -0.73
C -1.82 3.63 -1.15
C -1.28 4.55 -2.27
C 0.23 4.41 -2.41
C 0.54 2.99 -2.85
C 1.76 -0.30 -2.74
C 2.69 0.41 -3.74
C 2.03 0.99 -4.99
C 1.03 0.04 -5.62
C -0.02 -0.40 -4.60
C 0.68 -1.13 -3.46
H 4.12 -2.10 1.60
H 3.18 -3.37 0.79
H 3.96 -2.08 -0.14
H 2.95 -2.70 3.41
H 1.94 -3.29 5.58
H -0.34 -2.50 6.13
H -1.59 -1.13 4.53
H -1.35 1.03 3.67
H -1.33 3.09 1.46
H -2.64 2.55 2.46
H -1.89 4.68 3.32
H -1.38 3.47 4.47
H 0.30 5.11 2.56
H 0.62 4.68 4.23
H 1.15 3.08 1.72
H 2.17 3.29 3.11
H 1.34 1.01 3.17
H 0.56 1.89 4.45
H -2.74 -1.55 1.68
H -3.22 -0.46 3.87
H -3.62 1.03 3.04
H -5.00 -1.67 2.67
H -5.64 -0.28 3.54
H -6.60 -0.44 1.24
H -5.69 1.04 1.45
H -4.68 -1.50 0.09
H -5.10 0.00 -0.72
H -2.65 -0.21 -0.41
H -3.27 1.18 0.46
H 4.08 0.45 2.50
H 5.14 2.62 2.05
H 4.43 3.97 0.10
H 2.68 3.15 -1.39
H -0.83 1.36 -2.49
H -1.29 1.80 -0.14
H -0.03 3.01 -0.09
H -2.75 3.15 -1.47
H -2.07 4.23 -0.27
H -1.74 4.28 -3.22
H -1.57 5.59 -2.08
H 0.60 5.11 -3.16
H 0.73 4.67 -1.47
H 0.10 2.86 -3.84
H 1.61 2.84 -2.98
H 2.40 -0.99 -2.19
H 3.32 1.14 -3.25
H 3.37 -0.38 -4.08
H 1.53 1.93 -4.77
H 2.82 1.24 -5.71
H 0.55 0.52 -6.48
H 1.54 -0.85 -6.01
H -0.58 0.47 -4.26
H -0.74 -1.08 -5.06
H 0.01 -1.58 -2.72
H 1.19 -1.98 -3.91
C -2.48 -4.50 1.40
C -1.24 -3.78 0.96
N -0.06 -4.34 1.18
O -1.35 -2.67 0.40
H -2.29 -5.54 1.66
H -3.20 -4.45 0.59
H -2.91 -3.98 2.26
H 0.01 -5.26 1.57
H 0.73 -3.94 0.68
F 1.73 -6.05 -5.36
C 1.56 -5.27 -4.29
C 2.61 -4.54 -3.77
F 3.81 -4.60 -4.35
C 2.42 -3.74 -2.66
F 3.47 -3.01 -2.22
C 1.19 -3.62 -2.01
O 1.00 -2.87 -0.94
C 0.16 -4.39 -2.56
F -1.06 -4.30 -2.00
C 0.32 -5.19 -3.67
F -0.71 -5.88 -4.16
```

charge of number 3 (C45H60F2N8O5S2)?
+6

The highest charge belongs to which entry?
C45H60F2N8O5S2